No. 1
ORCA calculation (wB97M-V/def2-TZVPD) on a molecular structure, C34H28BCsF4N4O3S4.

Energy above the lowest of the compared OMol25 structures with the same formula, charge and spin = 59.04 kcal per mole
LUMO level = 3.3 eV
Gap between HOMO and LUMO = 5.009 eV
HOMO level = -1.72 eV
Largest force on an atom = 0.021 hartree/bohr
Charge = -2

Each line ends with the Löwdin charge.
Element x y z (Å)
Cs1 -0.729 -0.764 0.301  0.92
S1 2.481 0.361 4.962  0.87
C1 0.815 0.549 5.294  -0.51
C2 0.062 0.631 4.157  -0.28
C3 0.797 0.540 2.922  -0.24
C4 2.121 0.397 3.183  -0.53
C5 3.245 0.237 2.256  -0.31
C6 4.569 0.058 2.701  -0.07
C7 5.582 -0.131 1.784  -0.11
C8 5.285 -0.122 0.428  -0.10
C9 3.962 0.085 0.069  -0.15
N1 2.972 0.258 0.937  0.12
H1 0.492 0.581 6.329  0.03
H2 -1.015 0.761 4.206  0.07
H3 4.781 0.063 3.762  0.06
H4 6.600 -0.289 2.125  0.09
H5 6.051 -0.276 -0.323  0.08
H6 3.674 0.117 -0.979  0.08
S2 1.529 1.123 -3.253  0.75
C10 0.772 2.548 -3.539  -0.72
N2 0.164 2.808 -4.723  -0.13
C11 -0.620 4.020 -4.908  -0.13
C12 0.047 5.152 -4.182  -0.13
N3 0.167 4.804 -2.780  -0.13
C13 -0.085 5.868 -1.818  -0.14
C14 -1.524 6.320 -1.908  -0.22
C15 -1.867 7.623 -2.246  -0.07
C16 -3.203 7.987 -2.386  -0.11
C17 -4.203 7.046 -2.191  -0.09
C18 -3.868 5.744 -1.829  -0.05
C19 -2.538 5.386 -1.686  -0.01
C20 0.639 3.578 -2.422  -0.73
S3 0.979 3.166 -0.869  0.74
C21 0.076 1.787 -5.756  -0.15
C22 1.370 1.558 -6.514  -0.23
C23 2.141 2.637 -6.929  -0.04
C24 3.366 2.434 -7.550  -0.09
C25 3.823 1.144 -7.780  -0.10
C26 3.034 0.062 -7.410  -0.08
C27 1.816 0.271 -6.783  -0.05
H7 -1.641 3.900 -4.533  0.14
H8 -0.670 4.246 -5.973  0.12
H9 -0.558 6.053 -4.269  0.12
H10 1.033 5.347 -4.624  0.13
H11 0.603 6.701 -1.997  0.13
H12 0.126 5.455 -0.837  0.06
H13 -1.082 8.357 -2.402  0.10
H14 -3.458 9.007 -2.652  0.09
H15 -5.242 7.325 -2.315  0.10
H16 -4.642 5.006 -1.654  0.10
H17 -2.277 4.372 -1.396  0.13
H18 -0.693 2.123 -6.453  0.13
H19 -0.254 0.849 -5.308  0.11
H20 1.792 3.647 -6.739  0.10
H21 3.973 3.284 -7.835  0.10
H22 4.795 0.982 -8.229  0.09
H23 3.385 -0.950 -7.575  0.10
H24 1.222 -0.575 -6.455  0.12
O1 2.296 -4.135 -1.237  0.03
C28 1.262 -4.327 -0.610  -0.54
N4 0.394 -3.394 -0.146  -0.21
S4 -0.842 -4.034 0.643  0.48
O2 -2.089 -3.814 -0.057  -0.36
O3 -0.852 -3.650 2.035  -0.35
C29 -0.364 -5.747 0.455  -0.20
C30 -0.967 -6.927 0.845  -0.05
C31 -0.357 -8.120 0.473  -0.10
C32 0.819 -8.116 -0.277  -0.09
C33 1.411 -6.917 -0.658  -0.02
C34 0.804 -5.735 -0.279  -0.14
H25 -1.885 -6.927 1.420  0.12
H26 -0.802 -9.064 0.764  0.09
H27 1.271 -9.059 -0.565  0.09
H28 2.322 -6.884 -1.244  0.11
F1 -5.661 0.896 0.080  0.08
B1 -5.085 1.534 -1.038  -1.21
F2 -3.710 1.789 -0.792  0.05
F3 -5.212 0.710 -2.184  0.06
F4 -5.745 2.773 -1.278  0.05

***

No. 2
ORCA calculation (wB97M-V/def2-TZVPD) on a molecular structure, C34H28BrHgN6O4Se.

Energy above the lowest of the compared OMol25 structures with the same formula, charge and spin = 0.00 kcal per mole
LUMO level (spin up / spin down) = 4.2 / 4.2 eV
Gap between HOMO and LUMO (spin up / spin down) = 4.662 / 5.885 eV
HOMO level (spin up / spin down) = -0.50 / -1.73 eV
Spin multiplicity = 2
Largest force on an atom = 0.008 hartree/bohr
Charge = -2

Each line ends with the Löwdin charge.
Element x y z (Å)
Hg1 2.283 0.286 0.549  0.91
O1 -2.989 2.160 0.845  0.04
C1 -2.666 2.614 -0.400  -0.27
C2 -3.681 3.065 -1.242  -0.05
C3 -3.410 3.502 -2.529  -0.11
C4 -2.103 3.494 -2.987  -0.10
C5 -1.097 3.043 -2.149  -0.04
C6 -1.336 2.592 -0.849  -0.08
C7 -0.162 2.048 -0.100  -0.53
O2 0.917 1.862 -0.765  -0.20
N1 -0.335 1.791 1.172  0.04
N2 0.759 1.227 1.759  -0.19
C8 0.703 1.080 3.079  -0.16
C9 1.703 0.401 3.809  -0.33
C10 1.624 0.256 5.220  -0.08
C11 2.547 -0.504 5.881  -0.12
C12 3.578 -1.130 5.152  -0.12
C13 3.608 -0.921 3.786  -0.19
N3 2.737 -0.172 3.121  0.01
H1 -3.947 2.193 0.935  0.10
H2 -4.704 3.055 -0.876  0.10
H3 -4.221 3.834 -3.166  0.09
H4 -1.869 3.807 -3.997  0.10
H5 -0.072 2.989 -2.492  0.11
H6 -0.154 1.499 3.595  0.11
H7 0.805 0.727 5.751  0.10
H8 2.472 -0.640 6.954  0.09
H9 4.312 -1.763 5.631  0.08
H10 4.386 -1.381 3.183  0.10
O3 -2.363 -4.843 2.981  -0.12
C14 -2.372 -3.902 3.849  -0.41
C15 -3.295 -3.881 4.936  -0.06
C16 -3.298 -2.876 5.882  -0.16
C17 -2.387 -1.824 5.822  -0.15
C18 -1.471 -1.815 4.772  -0.07
C19 -1.450 -2.801 3.804  -0.12
C20 -0.466 -2.712 2.653  -0.35
O4 -0.047 -3.955 2.194  -0.03
N4 -1.156 -1.968 1.584  0.02
N5 -0.573 -1.826 0.404  0.03
C21 -1.133 -1.056 -0.453  -0.24
C22 -0.619 -0.868 -1.792  -0.62
Br1 1.074 -1.645 -2.163  0.81
C23 -1.309 -0.197 -2.724  -0.12
C24 -0.929 0.190 -4.087  -0.24
C25 0.349 0.655 -4.404  -0.06
C26 0.661 1.061 -5.691  -0.08
C27 -0.304 1.023 -6.690  -0.11
C28 -1.587 0.586 -6.384  -0.11
C29 -1.896 0.181 -5.096  -0.05
H11 -0.862 -4.526 2.298  0.05
H12 -4.005 -4.699 4.993  0.09
H13 -4.026 -2.910 6.689  0.08
H14 -2.386 -1.039 6.569  0.07
H15 -0.741 -1.015 4.699  0.08
H16 0.429 -2.150 2.958  0.13
H17 -1.798 -1.240 1.885  0.14
H18 -2.046 -0.503 -0.218  0.12
H19 -2.297 0.133 -2.415  0.12
H20 1.094 0.718 -3.625  0.06
H21 1.664 1.410 -5.904  0.07
H22 -0.060 1.342 -7.696  0.09
H23 -2.352 0.564 -7.152  0.09
H24 -2.900 -0.150 -4.856  0.11
Se1 4.521 -0.293 -0.404  0.51
C30 4.224 0.214 -2.233  -0.71
C31 3.588 1.400 -2.599  -0.13
C32 3.478 1.709 -3.944  -0.19
N6 3.935 0.945 -4.940  0.04
C33 4.529 -0.188 -4.577  -0.17
C34 4.700 -0.591 -3.263  -0.15
H25 3.146 2.054 -1.863  0.08
H26 2.981 2.628 -4.240  0.11
H27 4.886 -0.820 -5.385  0.09
H28 5.184 -1.535 -3.044  0.09

***

No. 3
ORCA calculation (wB97M-V/def2-TZVPD) on a molecular structure, C34H28Cl3HgN6O4Se2.

Energy above the lowest of the compared OMol25 structures with the same formula, charge and spin = 34.52 kcal per mole
LUMO level (spin up / spin down) = 4.0 / 3.9 eV
Gap between HOMO and LUMO (spin up / spin down) = 5.240 / 5.354 eV
HOMO level (spin up / spin down) = -1.28 / -1.42 eV
Spin multiplicity = 2
Largest force on an atom = 0.009 hartree/bohr
Charge = -2

Each line ends with the Löwdin charge.
Element x y z (Å)
Hg1 0.567 0.593 0.146  1.22
C1 4.239 -1.132 -2.173  -0.05
C2 2.949 -0.328 -2.019  -0.52
O1 2.866 0.407 -1.004  -0.14
C3 1.990 -0.498 -3.020  -0.08
C4 0.668 0.016 -3.066  -0.36
C5 -0.111 -0.249 -4.335  -0.07
N1 0.095 0.690 -2.104  -0.05
N2 -1.222 1.069 -2.349  0.04
C6 -1.704 1.809 -1.382  -0.53
O2 -1.091 2.241 -0.351  -0.19
C7 -3.165 2.146 -1.494  -0.13
C8 -3.907 1.858 -2.638  -0.04
C9 -5.258 2.157 -2.692  -0.11
C10 -5.892 2.739 -1.598  -0.13
C11 -5.159 3.020 -0.455  -0.09
C12 -3.802 2.731 -0.405  -0.03
H1 4.953 -0.797 -1.421  0.07
H2 4.673 -1.018 -3.170  0.06
H3 4.037 -2.194 -2.017  0.07
H4 2.269 -1.149 -3.841  0.08
H5 0.432 -0.949 -4.969  0.06
H6 -0.266 0.684 -4.883  0.07
H7 -1.102 -0.635 -4.104  0.06
H8 -3.399 1.385 -3.468  0.10
H9 -5.826 1.924 -3.586  0.09
H10 -6.952 2.960 -1.635  0.08
H11 -5.648 3.453 0.410  0.09
H12 -3.211 2.927 0.481  0.10
Se1 2.315 2.228 3.018  0.61
Se2 4.096 2.185 1.542  0.62
C13 3.338 3.024 -0.018  -0.69
C14 4.234 3.630 -0.893  -0.13
C15 3.729 4.168 -2.062  -0.09
C16 2.363 4.106 -2.296  -0.06
C17 1.556 3.503 -1.343  -0.12
N3 2.042 2.971 -0.223  0.01
C18 1.901 0.341 3.097  -0.72
C19 2.271 -0.280 4.274  -0.17
C20 1.802 -1.608 4.477  -0.12
C21 1.115 -2.235 3.499  -0.07
C22 0.884 -1.593 2.207  -0.23
N4 1.198 -0.215 2.124  -0.08
H13 5.292 3.661 -0.665  0.09
H14 4.395 4.632 -2.780  0.10
H15 1.922 4.506 -3.199  0.10
H16 0.484 3.403 -1.464  0.09
H17 2.825 0.259 5.026  0.06
H18 1.974 -2.104 5.427  0.09
H19 0.735 -3.240 3.635  0.11
H20 -0.110 -1.787 1.803  0.11
Cl1 -6.736 0.497 3.559  0.56
C23 -5.216 0.182 2.736  -0.70
C24 -4.108 0.963 3.015  -0.18
C25 -2.916 0.715 2.364  -0.57
Cl2 -1.550 1.724 2.753  0.69
C26 -2.734 -0.317 1.388  -0.52
O3 -1.668 -0.546 0.761  -0.16
C27 -3.932 -1.077 1.177  -0.58
Cl3 -3.842 -2.374 0.014  0.64
C28 -5.132 -0.848 1.814  -0.17
H21 -4.166 1.767 3.735  0.09
H22 -5.991 -1.463 1.587  0.09
N5 3.895 -3.567 2.399  0.16
C29 2.954 -4.435 1.889  -0.52
O4 3.051 -5.643 2.107  -0.01
C30 1.894 -3.838 1.071  -0.15
C31 0.881 -4.649 0.586  -0.03
C32 -0.102 -4.119 -0.231  -0.06
C33 0.057 -2.784 -0.672  -0.16
N6 0.999 -1.994 -0.254  0.03
C34 1.787 -2.408 0.832  -0.21
H23 4.470 -3.971 3.120  0.10
H24 3.644 -2.600 2.529  0.07
H25 0.897 -5.701 0.845  0.11
H26 -0.922 -4.717 -0.602  0.08
H27 -0.616 -2.370 -1.419  0.11
H28 2.718 -1.838 0.855  0.13